This record from the Open Molecules 2025 dataset describes a structure of composition C4H7O2Rb in a non-equilibrium geometry. The level of theory is ωB97M-V/def2-TZVPD.

- M: 172.57 g mol⁻¹
- Energy relative to the best compared isomer or geometry (same formula, charge and spin): 0.0 kJ/mol

Each line ends with the Mulliken charge.
Geometry (Å):
O 0.51135 -2.20505 -0.79827  -0.742
C -0.71950 -1.63423 -0.82381  -0.664
C -0.85928 -0.30288 -0.12682  -0.115
Rb 3.48970 -3.28657 -0.80906  0.943
H -1.50016 -2.25035 -0.29143  0.172
H -1.10215 -1.48140 -1.86222  0.154
C 0.04439 0.68514 -0.14738  -0.195
C -0.05502 1.95176 0.64249  -0.366
O 1.05093 2.03448 1.53657  -0.558
H 0.89289 0.62151 -0.83776  0.289
H -1.00657 1.97115 1.20100  0.247
H -0.03698 2.81844 -0.04219  0.247
H 1.12380 1.20232 2.01200  0.332
H -1.83340 -0.12430 0.34689  0.256


This record from the Open Molecules 2025 dataset describes an isolated molecule of C11H21N5O5 in a non-equilibrium geometry. The level of theory is ωB97M-V/def2-TZVPD.

- M: 303.32 g mol⁻¹
- SMILES: [H]/N=C(/N)NCCC[C@H](NC(=O)[C@@H](N)CCC(=O)O)C(=O)O
- Energy relative to the best compared isomer or geometry (same formula, charge and spin): 274.8 kJ/mol

Each line ends with the Mulliken charge.
Geometry (Å):
H -4.15223 -0.63462 -1.53510  0.248
N -4.67095 -1.39054 -1.03692  -0.828
C -4.16262 -1.69869 0.17497  0.577
N -4.68727 -2.77263 0.78882  -0.529
N -3.18555 -1.11118 0.92837  -0.250
C -2.66258 0.19761 0.40070  -1.088
C -1.36553 -0.20371 -0.33791  0.158
C -0.95030 0.56243 -1.50091  -1.144
C -0.18849 1.88524 -0.95815  0.052
N 0.93872 1.69568 -0.00356  -0.021
C 2.13641 1.17416 -0.31214  -0.272
O 2.35236 0.80949 -1.47165  -0.603
C 3.15595 0.99014 0.80491  0.665
N 2.37876 0.92675 2.07777  -0.795
C 4.15453 -0.14707 0.48408  -0.623
C 3.60560 -1.61456 0.49828  -0.630
C 3.01374 -2.16396 -0.77887  0.574
O 3.64210 -2.91449 -1.45030  -0.565
O 1.86191 -1.64833 -1.24644  -0.492
C -1.17809 2.87733 -0.36154  0.119
O -1.12666 3.32743 0.73603  -0.546
O -2.12466 3.09190 -1.37694  -0.430
H -4.09634 -3.28235 1.45904  0.219
H -5.00891 -3.39451 0.05294  0.307
H -2.73168 -1.70576 1.61401  0.250
H -2.43600 0.87322 1.30264  0.251
H -3.53164 0.66288 -0.16877  0.414
H -1.62187 -1.23845 -0.44998  0.644
H -0.63429 -0.16144 0.48328  -0.086
H -0.18385 0.08184 -2.19200  0.281
H -1.69486 0.89544 -2.21340  0.627
H 0.20652 2.45328 -1.83778  0.462
H 0.78170 1.94865 0.93916  0.352
H 3.69843 1.97346 0.87300  0.322
H 2.91208 0.46726 2.91573  0.359
H 1.72265 0.18920 1.99218  0.130
H 4.84843 -0.19858 1.32490  0.435
H 4.71181 0.00604 -0.49710  0.265
H 2.76516 -1.65548 1.25740  0.238
H 4.46889 -2.21119 0.73171  0.334
H 1.76054 -0.70208 -1.09598  0.235
H -2.72197 3.76021 -1.01450  0.383


This record from the Open Molecules 2025 dataset describes a structure of composition C5H3CoO3 in a non-equilibrium geometry. The level of theory is ωB97M-V/def2-TZVPD.

- M: 170.01 g mol⁻¹
- Spin multiplicity: 6
- Charge: +3
- Electronic energy: -1799.2634 a.u.

Each line ends with the Mulliken charge.
Geometry (Å):
C -0.98147 -0.21596 0.67632  -0.230
C 0.11500 -0.07387 0.00763  0.713
O 1.04205 0.04920 -0.69419  0.049
C -2.07510 -1.11876 1.05575  0.030
C -3.05927 -0.00266 1.01168  -0.071
O -3.85511 0.15844 1.98757  -0.487
C -3.05171 1.44382 4.04322  0.422
O -4.19635 1.61660 4.03990  -0.167
Co -5.38810 0.89146 2.57299  1.512
H -2.34047 -1.90459 0.33790  0.394
H -1.90758 -1.48266 2.08714  0.316
H -3.22153 0.65221 0.14230  0.518


This record from the Open Molecules 2025 dataset describes a structure of composition C32H16AuF9N4O4P. The level of theory is ωB97M-V/def2-TZVPD.

- M: 919.43 g mol⁻¹
- Energy relative to the best compared isomer or geometry (same formula, charge and spin): 43.4 kJ/mol
- Charge: +1

Each line ends with the Mulliken charge.
Geometry (Å):
Au -0.07721 1.31174 -1.09400  1.537
O 2.95854 4.90160 -0.98587  -0.442
C 2.22566 3.81803 -1.20022  0.134
O 2.46193 2.71517 -0.78697  -0.456
C 1.05290 4.10132 -2.10205  0.505
C 0.90789 5.27955 -2.80746  -0.520
C -0.12550 5.38941 -3.73372  -0.364
C -0.94770 4.30154 -3.96778  -0.530
C -0.74921 3.16186 -3.20995  0.648
N 0.18804 3.09267 -2.26954  -0.361
C -1.49167 1.87791 -3.47896  0.127
O -2.28326 1.79095 -4.37054  -0.581
O -1.16717 0.85460 -2.69243  -0.646
H 3.70924 4.66923 -0.41524  0.396
H 1.61026 6.08421 -2.64834  0.532
H -0.25437 6.30471 -4.29523  0.470
H -1.72259 4.30004 -4.72142  0.523
N 0.23801 1.99852 0.73013  -0.396
C 0.24611 2.16025 1.88416  0.890
C 0.22260 2.35269 3.23192  0.123
C -0.46104 1.37241 3.99896  0.129
N -1.02758 0.52261 4.53447  -0.502
C 0.85923 3.49564 3.79054  -0.184
N 1.39461 4.42559 4.20562  -0.449
F 0.27805 -6.16361 -4.02196  -0.264
C -0.81600 -5.39827 -3.95451  0.861
F -1.82966 -6.16924 -3.53567  -0.242
F -1.10798 -4.98437 -5.19337  -0.253
C -0.62238 -4.22591 -3.02057  0.277
C -1.48586 -3.14262 -3.11767  -1.235
C -1.34999 -2.07503 -2.25092  -0.632
C -0.33133 -2.09066 -1.29422  0.971
C 0.52376 -3.18952 -1.19044  -0.242
C 0.37422 -4.25879 -2.05833  -1.129
P -0.22647 -0.77569 -0.08375  0.633
C 1.34016 -0.88757 0.77475  0.479
C 2.50670 -0.93911 0.00267  -0.620
C 3.73684 -0.89061 0.62439  -1.153
C 3.80284 -0.78480 2.01028  0.200
C 2.65292 -0.73489 2.77850  -0.824
C 1.41131 -0.78014 2.15947  -0.798
C 5.16739 -0.74075 2.65730  0.714
F 5.94921 0.16739 2.05374  -0.253
F 5.09902 -0.42930 3.95226  -0.267
F 5.77872 -1.92957 2.54884  -0.244
C -1.60505 -0.84868 1.04488  0.736
C -1.68224 -1.94471 1.90354  -0.044
C -2.72746 -2.03050 2.80716  -0.973
C -3.69061 -1.03541 2.83293  0.311
C -3.63287 0.04278 1.96136  -1.080
C -2.58589 0.14131 1.06428  -0.311
C -4.82950 -1.08690 3.82542  0.712
F -6.01002 -1.05132 3.18693  -0.253
F -4.79811 -2.19690 4.56661  -0.280
F -4.78747 -0.03423 4.64853  -0.239
H -2.26297 -3.13241 -3.86997  0.427
H -2.02712 -1.23675 -2.32660  0.509
H 1.29902 -3.22444 -0.43772  0.429
H 1.03317 -5.11244 -1.98595  0.489
H 2.45553 -1.00813 -1.07791  0.622
H 4.64607 -0.92548 0.03916  0.440
H 2.71758 -0.65213 3.85482  0.573
H 0.51635 -0.73288 2.76477  0.646
H -0.92715 -2.72165 1.88237  0.495
H -2.78578 -2.86069 3.49614  0.500
H -4.39963 0.80527 1.99215  0.423
H -2.53504 0.98711 0.39023  0.302